This record from OMol25 describes a molecular structure, C5H6N2O at a distorted geometry. The level of theory is the ωB97M-V functional and the def2-TZVPD basis.

The geometry in XYZ format:
```
14
Properties=species:S:1:pos:R:3:forces:R:3:lowdin_charge:R:1
H 0.830700 1.028583 2.927998 -0.831 -0.638 -1.789 0.168
H 1.323642 -1.684163 -2.771430 0.297 1.255 2.660 0.099
H 1.297224 -2.858613 -1.434360 1.199 3.999 0.355 0.161
O 0.008798 0.993120 2.369259 0.751 1.007 3.622 0.137
C 1.540043 -1.538880 -1.591664 -2.213 -4.391 -2.506 -0.069
C 0.465802 -0.732433 -0.844285 0.672 2.703 -2.497 -0.335
C -1.374576 0.423820 -0.570245 -3.396 1.746 -8.117 -0.289
N -0.667559 -0.286507 -1.479761 0.318 -1.530 2.529 0.118
N -1.290782 0.743273 0.634538 -1.150 0.768 3.791 0.146
C 0.824463 0.089156 0.213373 -0.054 -2.373 2.947 0.007
H 2.597765 -1.225201 -1.478558 -0.855 -0.477 0.416 0.060
H -2.087644 1.119626 -1.172482 0.266 -1.654 1.175 0.139
H 1.742750 -0.165341 0.577277 2.819 -0.129 1.142 0.071
C -0.133471 0.532133 1.178497 2.177 -0.285 -3.731 -0.414
```
Forces are in eV/Å.

Output
**Energy above the lowest of the compared OMol25 structures with the same formula, charge and spin**: 282.74 kJ/mol
**Spin multiplicity**: 1
**Total energy**: -10306.67310 eV
**Molecular weight**: 110.116 g/mol

---

This record from OMol25 describes 2 unconnected molecules or ions with the total composition C9H16N3 at a distorted geometry. The level of theory is the ωB97M-V functional and the def2-TZVPD basis.

The geometry in XYZ format:
```
28
Properties=species:S:1:pos:R:3:forces:R:3:lowdin_charge:R:1
N -2.443140 -0.596189 2.506710 -0.020 -1.384 -0.705 0.033
H 3.058331 0.313036 -1.163182 1.596 -1.623 -1.041 0.095
H -0.042390 -2.661243 1.337687 -1.873 1.992 0.548 0.163
H -2.835342 -2.309224 1.201655 -1.282 -0.796 -0.858 0.089
N 0.354838 -0.113675 -0.367300 0.392 0.804 -0.224 0.161
C -0.269240 -0.881463 2.702876 2.852 0.023 -0.465 -0.160
C 1.518594 0.580189 0.274526 -0.774 -0.182 0.534 -0.086
H 1.705634 -0.063696 1.151343 1.053 0.176 -0.807 0.114
C -1.287080 -0.106412 3.096193 -1.774 -0.628 0.884 -0.120
C -0.004193 0.117715 -1.571207 -0.038 0.479 -0.274 -0.216
C -2.122492 -1.709406 1.649510 1.940 3.328 2.603 -0.053
H -1.942589 0.420377 -2.125494 -1.168 0.974 0.214 0.097
H 0.120087 1.847494 -2.768266 -1.291 0.253 -1.529 0.123
H 0.802709 -0.847917 3.032518 -1.399 0.160 -0.235 0.127
H -3.359572 -0.431724 2.933664 0.542 -0.036 -0.679 0.158
H -1.351803 0.520232 3.967852 -0.035 0.459 -0.233 0.121
H -0.910585 -0.247673 -3.325926 -0.323 0.106 -0.485 0.086
H 3.135066 1.915384 -0.331077 0.477 -1.054 0.576 0.143
N 1.750864 1.881016 -1.686851 -1.737 -1.924 -0.327 -0.057
H -0.210174 -0.677834 0.308698 0.081 0.023 -0.623 0.099
C -0.739517 -1.782480 1.722025 0.918 -3.446 -0.477 -0.191
H 2.270114 2.507045 -2.259697 0.442 0.226 -0.423 0.113
C 2.532960 1.096652 -0.746517 -1.444 2.141 1.024 -0.170
H 1.125881 1.471678 0.716253 -0.587 0.576 0.368 0.123
C 0.761384 1.072476 -2.464657 3.667 -1.268 1.302 -0.111
C -1.221368 -0.327084 -2.293280 0.830 -1.221 -0.709 0.016
H -1.677827 -1.313569 -2.240119 0.322 -0.050 0.912 0.107
H 1.280848 0.326295 -3.257937 -1.368 1.894 1.128 0.195
```
Forces are in eV/Å.

Output
**Energy above the lowest of the compared OMol25 structures with the same formula, charge and spin**: 322.39 kJ/mol
**Net charge**: +1
**Spin multiplicity**: 1
**Total energy**: -14054.76250 eV
**Molecular weight**: 166.248 g/mol

---

This record from OMol25 describes a molecular structure, C3HN4O4 at a distorted geometry. The level of theory is the ωB97M-V functional and the def2-TZVPD basis.

The geometry in XYZ format:
```
12
Properties=species:S:1:pos:R:3:forces:R:3:lowdin_charge:R:1
H 2.369671 -1.528118 0.384757 -0.823 2.206 -0.595 0.110
N 0.639489 -0.482280 0.988163 0.008 -0.344 2.122 -0.055
N -0.141252 0.470021 0.505685 -0.276 0.269 -1.873 0.049
C 0.448535 0.719038 -0.672005 0.598 1.332 -0.205 -0.399
O -2.100607 -2.445688 1.418258 0.056 -0.944 -0.601 0.167
O -0.991924 2.264927 -1.536024 -0.166 0.595 0.370 0.017
N 0.033146 1.624481 -1.717659 -1.904 -0.653 0.715 -0.378
N 1.605189 0.112597 -0.887845 0.684 0.491 -1.914 0.099
C -2.057934 -1.365602 1.827935 0.108 -2.224 -0.735 -0.505
C 1.686740 -0.604531 0.175589 1.030 -4.164 2.089 -0.341
O -2.082264 -0.341736 2.293348 -0.280 3.158 1.559 0.200
O 0.591212 1.576889 -2.780202 0.963 0.279 -0.932 0.035
```
Forces are in eV/Å.

Output
**Energy above the lowest of the compared OMol25 structures with the same formula, charge and spin**: 0.00 kJ/mol
**Net charge**: -1
**Spin multiplicity**: 1
**Total energy**: -17276.51593 eV
**Molecular weight**: 157.065 g/mol

---

Among the records above, which one has the highest energy above the lowest of the compared OMol25 structures with the same formula, charge and spin? C9H16N3

---

Please write out number 3 again, unchanged.
This record from OMol25 describes a molecular structure, C3HN4O4 at a distorted geometry. The level of theory is the ωB97M-V functional and the def2-TZVPD basis.

The geometry in XYZ format:
```
12
Properties=species:S:1:pos:R:3:forces:R:3:lowdin_charge:R:1
H 2.369671 -1.528118 0.384757 -0.823 2.206 -0.595 0.110
N 0.639489 -0.482280 0.988163 0.008 -0.344 2.122 -0.055
N -0.141252 0.470021 0.505685 -0.276 0.269 -1.873 0.049
C 0.448535 0.719038 -0.672005 0.598 1.332 -0.205 -0.399
O -2.100607 -2.445688 1.418258 0.056 -0.944 -0.601 0.167
O -0.991924 2.264927 -1.536024 -0.166 0.595 0.370 0.017
N 0.033146 1.624481 -1.717659 -1.904 -0.653 0.715 -0.378
N 1.605189 0.112597 -0.887845 0.684 0.491 -1.914 0.099
C -2.057934 -1.365602 1.827935 0.108 -2.224 -0.735 -0.505
C 1.686740 -0.604531 0.175589 1.030 -4.164 2.089 -0.341
O -2.082264 -0.341736 2.293348 -0.280 3.158 1.559 0.200
O 0.591212 1.576889 -2.780202 0.963 0.279 -0.932 0.035
```
Forces are in eV/Å.

Output
**Energy above the lowest of the compared OMol25 structures with the same formula, charge and spin**: 0.00 kJ/mol
**Net charge**: -1
**Spin multiplicity**: 1
**Total energy**: -17276.51593 eV
**Molecular weight**: 157.065 g/mol